12
Properties=species:S:1:pos:R:3 method="wB97M-V/def2-TZVPD" homo_ha=-0.5625 charge=+1 relative_energy_kcal_mol=37.6 largest_force_ha_per_bohr=0.0838 energy_ev=-6195.8819 orbital_gap_ev=11.1
H -1.5802 0.2117 1.1465
H 0.8816 0.9343 -1.5818
C -1.1305 -0.3462 0.2889
H -0.1485 2.0377 -0.3878
H 1.7323 -1.5302 0.2797
C 0.6541 1.2327 -0.5405
H -0.7438 -2.7012 0.6352
C 0.6576 -1.1743 0.2296
H -1.6968 -0.3579 -0.5757
N 0.1857 0.0030 0.0524
N -0.4830 -1.7094 0.7374
H 1.6292 1.4027 0.0545

---

83
Properties=species:S:1:pos:R:3 method="wB97M-V/def2-TZVPD" homo_ha=-0.3149 largest_force_ha_per_bohr=0.0319 energy_ev=-896965.3539 orbital_gap_ev=8.3
C -1.2481 -1.5769 0.3691
H 1.3484 -1.7054 -0.2420
H -8.0596 0.3472 2.7168
H 5.7726 -1.3600 5.8845
Br -7.5539 3.4794 0.5783
H -5.3283 4.0309 -0.9564
C -0.9180 0.7807 -0.2412
H 7.4009 -2.6844 4.6609
Br 7.3579 -0.8496 -0.5406
H -7.2104 1.8747 3.0106
H -4.4203 5.9152 0.2817
H -4.1063 6.2840 -1.4256
H -4.1600 -4.4478 4.8185
H 2.5422 -3.2742 -0.9034
H -6.0604 -1.1327 -1.9092
C -3.2101 -0.2696 -0.4012
C 3.5321 -2.8066 -0.8908
H -3.4180 -2.8379 4.8954
H 4.2247 -3.5877 -1.2182
C -7.5162 1.1655 2.2470
H -9.3352 2.0370 1.5022
H -0.6193 2.8009 -0.8173
H 3.9747 2.7228 -4.2480
C 7.3065 0.0809 -2.2487
H 3.4220 1.0467 -4.0655
C 6.3915 -2.6158 4.2601
C 5.4174 -2.2339 5.3419
Br -2.0019 5.7778 -0.1947
H 7.4450 2.0892 -2.9981
C 3.2366 0.1193 -1.1900
H 7.9329 1.9369 -1.3006
S 3.5947 -1.4195 -2.0682
H 1.9281 2.8506 -2.9572
C -8.3352 1.7905 1.1505
C 7.2462 1.5746 -2.0594
Br -5.6454 -0.9190 4.8562
Br 6.0046 -4.3855 3.5484
C -0.1507 1.8279 -0.6934
C 1.7697 0.3498 -0.8390
C -3.2746 -2.6451 -0.6872
H 6.3844 -1.9278 3.4198
C -2.3878 0.9080 0.0695
S 2.0949 3.0141 -1.6176
H -6.4300 -3.2424 4.4312
H -5.7358 -3.0740 6.0544
O -2.8534 1.8626 0.6636
C 1.1764 1.5955 -0.9894
C -4.4497 -0.1186 -0.9801
O -0.9135 -2.4323 1.1672
H 8.2258 -0.2033 -2.7576
C 4.5422 1.4563 -5.8810
C -5.0987 -1.2555 -1.4198
C -4.2678 -3.4046 4.5273
H 5.2257 -3.0396 6.0436
Br -3.6590 3.6871 -2.7420
Br 4.1312 -0.3137 -6.5764
C -4.2488 4.1696 -0.9479
C 3.5994 1.8487 -4.7765
C -4.5142 -2.4863 -1.2768
H -4.8312 0.8906 -1.0879
H -8.4099 1.1627 0.2681
Br -4.1586 -3.3956 2.5881
H -3.8032 3.4514 -0.2680
H 6.4535 -0.3150 -2.7956
H 3.5346 0.9242 -1.8873
H 3.8540 -1.4051 0.8345
H 3.1284 -2.9479 1.2110
C -2.6295 -1.5148 -0.2522
C 3.8875 -2.4669 0.5823
H 5.5608 1.3852 -5.5032
Br 1.8567 2.3816 -5.4717
H 3.8468 0.2701 -0.2948
C -0.3349 -0.4595 -0.0933
Br 5.4586 2.1396 -1.5297
C -5.5869 -2.8594 4.9977
H -2.8061 -3.6184 -0.5830
C 0.9831 -0.6942 -0.3781
H 4.5172 2.1407 -6.7233
C -3.8951 5.5927 -0.6154
Br 3.6977 -1.7078 4.5995
H -5.0359 -3.3615 -1.6554
Br -5.8952 0.3719 1.5193
H 4.8655 -2.8775 0.8417

---

20
Properties=species:S:1:pos:R:3 method="wB97M-V/def2-TZVPD" homo_ha=-0.3370 relative_energy_kcal_mol=46.3 largest_force_ha_per_bohr=0.0375 energy_ev=-11417.2098 orbital_gap_ev=9.7
H -0.0747 -2.4358 -0.8118
C -0.4978 -2.5922 0.1878
H 0.6727 1.6721 -2.5579
H -1.5463 -2.6416 -0.0957
H 0.4320 -1.6561 1.8045
H -2.1140 -0.5899 -0.6626
C 0.3261 1.5561 -1.5371
C -0.4233 -0.1652 0.7033
H 1.1260 1.0211 -1.0261
H 2.2904 1.7164 1.2316
C -1.4514 0.2168 -0.3637
N -0.2244 -1.4428 1.0736
H -0.0413 -3.3936 0.7267
H -2.0391 0.9577 0.1491
H -0.7371 0.0384 -2.2270
H 2.3633 1.5668 2.7867
O 0.1777 0.7697 1.2223
H 0.0850 2.4863 -1.0304
N -0.9576 0.8108 -1.6121
O 2.6338 2.1052 2.0386

---

119
Properties=species:S:1:pos:R:3 method="wB97M-V/def2-TZVPD" homo_ha=-0.1702 charge=-1 largest_force_ha_per_bohr=0.0284 energy_ev=-305134.1834 orbital_gap_ev=6.2
H 3.2911 -0.2542 0.4877
C 2.8689 -0.4158 -1.6039
H -0.6683 2.5141 -6.0914
H 2.7479 -2.9130 -1.7701
Si -3.1912 2.1581 0.7874
C -4.4017 0.1132 -2.1643
C 1.9362 -4.5875 -2.8309
C -1.3720 3.0742 3.5520
C 4.9998 -0.9780 -0.5963
N -2.8597 1.9670 -1.8630
C -4.0443 3.4890 -3.7966
H 1.6946 -3.9320 -0.7957
H 1.9014 -6.9514 -1.1664
O -0.2683 2.7322 -0.9297
H 4.5845 2.2316 4.2078
C -3.8343 1.4246 -2.5833
C -1.0600 2.9016 5.9116
H 1.0381 -5.2116 -2.8471
N 5.7398 5.4119 3.4066
H -5.1634 0.2787 -1.3947
N 0.3739 -1.4970 -1.1591
H 6.5317 -1.6577 -1.9404
H -4.5769 -3.6390 2.0044
H -0.2606 -3.2414 -2.1240
H -1.2289 -0.3850 -2.9739
H 2.3276 1.9790 -3.0787
H 3.6285 -7.2566 -0.8604
C -0.4502 0.6435 6.7824
C 3.8719 2.4604 3.4279
C 0.6179 -2.5950 -2.0973
H -0.8592 -4.6616 0.7041
H 1.5222 3.1255 -5.1069
C -1.3445 3.6772 4.8421
C -2.6354 -2.8020 -1.2213
C -2.4258 5.3166 -3.3329
H -5.2240 1.7556 -4.1687
C -4.4113 2.1914 -3.6023
H -2.3727 -2.5383 2.1333
C 1.5776 -2.5939 1.8080
H -3.6278 -0.5025 -1.7073
C 4.9252 4.6555 3.1154
K -0.3233 1.4156 0.9378
C 1.8272 -3.4917 -1.7820
C -1.7840 3.9407 2.3739
C -1.0664 0.9990 -4.6235
O -2.0229 3.2137 1.2099
N -2.4778 1.4133 -0.6377
H 2.6213 -5.5792 3.0200
C 3.4053 -0.7223 -2.8550
P 1.1112 0.0565 -1.2743
N -1.0567 1.8312 3.3330
C 2.3776 -3.5151 2.4690
C 0.9275 2.3372 -4.6608
H 1.8511 -1.5418 1.7976
C 0.0459 -4.3286 1.1978
C 2.9026 1.5502 3.0530
C 1.3844 1.6848 -3.5260
C 5.5134 -1.3015 -1.8442
H 5.6169 -1.0809 0.2886
C -0.4554 -0.3298 4.1692
H -2.0348 0.7455 -5.0415
Br 1.1957 5.3260 -1.3774
H 0.7425 -2.1629 -3.0959
C -0.5210 4.8110 -1.9870
O -2.0474 0.1190 -0.6386
C -2.9417 4.0275 -3.1013
C 2.0564 2.9666 1.4658
C -0.7603 1.0298 4.4021
H -0.8310 6.6836 -2.9797
O -1.5100 5.0983 2.2766
C 4.7177 -1.1580 -2.9747
C 3.9123 3.6849 2.7664
C -2.7888 -2.8059 1.1662
H -4.8583 -0.3880 -3.0181
C -0.6108 0.3493 -3.4803
H 5.1166 -1.4035 -3.9519
H 2.0809 -4.1593 -3.8260
C 0.4086 -2.9823 1.1474
H 2.9812 4.8904 1.2367
H 2.7903 -0.6249 -3.7417
N 2.0135 1.7864 2.0864
S 3.3619 -5.6831 -2.6021
H -2.1310 -2.5173 -2.1357
H -5.5327 -4.2408 -0.2030
H 2.8693 -5.7758 -0.2346
Cl -4.0466 3.7299 3.3194
C -0.1392 -1.1582 5.2128
Cl -3.5232 0.5888 2.0190
C 2.9838 3.9513 1.7715
H 3.2856 -3.1939 2.9668
H -0.4931 -0.7000 3.1499
H -4.5759 4.1049 -4.5080
Cl -4.8972 3.0678 0.1199
C 2.8826 -6.4878 -1.0571
C -0.9651 3.5176 -1.6126
Br -3.3537 6.5449 -4.4518
P -0.5134 -1.5704 0.3163
C 0.6254 0.6732 -2.9303
H -1.0711 3.3116 6.9150
H 0.5378 -6.2968 1.8995
C -4.0271 -3.4230 1.0970
C -2.2841 3.1938 -2.1630
C -4.5689 -3.7509 -0.1404
H -1.6078 4.7219 4.9177
H -4.2964 -3.6683 -2.2655
C -3.8719 -3.4338 -1.2962
C -0.7603 1.5211 5.7200
C -1.2347 5.7012 -2.7791
C -0.3009 1.9935 -5.2154
C -2.0662 -2.5007 0.0098
H -0.4653 1.0272 7.7965
C 3.6903 -0.5284 -0.4833
C 2.0057 -4.8534 2.5029
C -0.1336 -0.6669 6.5350
H 1.3246 3.1280 0.6745
C 0.8365 -5.2550 1.8700
H 0.1176 -1.3309 7.3534
H 2.8307 0.5850 3.5448
H 0.0998 -2.1986 5.0231